This record from OMol25 describes a 2-piece molecular cluster, C37H53IN3O2S overall. The level of theory is ωB97M-V/def2-TZVPD.

The geometry in XYZ format:
```
97
Properties=species:S:1:pos:R:3:forces:R:3:mulliken_charge:R:1
C -6.400 -1.235 -0.430 0.262 0.170 -0.058 -1.128
C -5.827 -2.520 0.172 -0.613 0.146 -0.396 -0.711
C -4.513 -2.990 -0.438 0.527 -0.011 0.782 -0.979
C -3.277 -2.281 0.147 -0.679 0.782 -0.254 -0.040
C -3.009 -0.916 -0.533 -0.278 -0.580 -0.030 -1.536
C -1.809 -0.908 -1.446 -0.410 0.203 -0.035 -0.245
N -0.515 -0.800 -0.721 -0.595 0.099 0.181 1.530
N -0.624 -0.853 0.597 0.319 0.034 -0.715 -0.352
C 0.496 -0.814 1.274 -0.055 -0.309 0.679 -0.002
C 0.303 -0.867 2.755 -0.294 0.416 0.064 -2.228
C 0.237 0.570 3.320 -0.263 -0.682 0.265 -0.192
C -1.171 1.153 3.128 0.361 -0.015 0.103 -1.305
I -1.147 2.906 1.904 -0.124 -0.054 0.068 -0.066
C 1.774 -0.700 0.694 0.040 0.084 -0.465 1.480
C 2.979 -0.755 1.578 0.221 -0.501 0.291 -1.242
C 3.297 -2.183 2.132 0.041 0.355 -0.283 -1.063
C 2.733 -3.343 1.350 0.480 0.764 -0.086 0.219
O 2.162 -4.224 1.898 -0.952 -0.969 0.507 -0.504
N 2.932 -3.310 -0.070 -0.173 -0.234 -0.066 0.159
C 1.894 -3.828 -0.895 0.158 -0.375 -0.503 0.173
C 0.543 -3.709 -0.580 0.367 -0.129 -0.093 0.052
C -0.414 -4.186 -1.466 0.001 -0.137 -0.305 -0.648
C -0.057 -4.765 -2.683 0.314 0.137 0.144 -0.842
C 1.291 -4.868 -3.011 -0.035 0.292 0.522 -0.687
C 2.251 -4.410 -2.117 -0.066 0.185 0.044 -0.798
C 1.846 -0.582 -0.687 -0.268 0.047 0.664 0.192
C 3.160 -0.405 -1.371 0.161 0.871 -0.461 -1.629
S 4.034 1.178 -1.025 -0.080 -0.307 0.542 -0.245
C 2.860 2.517 -1.353 0.501 0.291 -0.565 0.149
C 3.047 3.129 -2.755 -0.312 -0.085 0.266 -1.000
C 0.623 -0.676 -1.387 0.535 0.019 -0.393 0.929
C 0.571 -0.648 -2.877 0.114 0.368 -0.148 -2.335
C 0.189 0.705 -3.462 0.001 0.239 -0.314 1.050
C -0.302 1.767 -2.706 -0.011 -0.105 -0.199 0.258
C -0.666 2.981 -3.294 0.306 -0.892 -0.151 -1.210
C -0.531 3.146 -4.672 0.059 0.229 0.228 0.707
C -0.942 4.447 -5.316 -0.386 -0.641 0.286 -1.511
C -0.009 2.094 -5.430 -0.104 0.025 0.495 -0.811
C 0.345 0.884 -4.838 -0.173 0.589 -0.075 -1.040
H -6.147 -1.158 -1.486 -0.055 -0.038 -0.159 0.300
H -7.482 -1.193 -0.362 -0.151 -0.042 0.124 0.380
H -6.015 -0.337 0.050 0.088 0.091 0.076 0.253
H -6.568 -3.302 0.021 -0.045 -0.168 -0.050 0.409
H -5.748 -2.406 1.251 0.184 -0.079 0.167 0.355
H -4.405 -4.045 -0.197 -0.024 -0.229 -0.232 0.464
H -4.538 -2.863 -1.518 -0.031 -0.197 -0.238 0.350
H -3.522 -2.071 1.184 0.351 -0.260 0.333 0.404
H -2.401 -2.920 0.090 0.089 0.019 0.197 -0.171
H -2.986 -0.099 0.180 0.226 0.150 0.094 0.116
H -3.857 -0.706 -1.178 -0.087 0.119 -0.169 0.732
H -1.785 -1.810 -2.053 0.132 -0.258 0.071 0.229
H -1.898 -0.082 -2.141 0.306 0.228 -0.004 0.282
H -0.660 -1.324 2.957 -0.101 -0.245 -0.034 0.685
H 1.037 -1.484 3.256 0.283 0.060 -0.009 0.426
H 0.431 0.500 4.386 0.108 0.227 0.161 0.190
H 1.001 1.200 2.879 0.132 0.129 -0.025 0.566
H -1.849 0.462 2.647 -0.017 -0.080 -0.269 0.467
H -1.595 1.378 4.097 -0.122 0.462 0.004 0.580
H 3.845 -0.343 1.088 0.101 0.066 -0.257 0.529
H 2.809 -0.123 2.443 -0.041 0.175 0.130 0.054
H 2.927 -2.297 3.141 -0.044 -0.074 0.204 0.474
H 4.376 -2.311 2.194 0.174 0.062 -0.087 0.522
H 3.803 -3.795 -0.263 0.162 0.261 -0.164 0.436
H 0.267 -3.271 0.367 -0.226 -0.116 0.081 0.671
H -1.460 -4.119 -1.206 -0.042 -0.051 0.029 0.678
H -0.797 -5.140 -3.371 -0.199 -0.010 0.024 0.457
H 1.615 -5.294 -3.944 -0.041 -0.129 -0.165 0.436
H 3.296 -4.485 -2.386 0.104 -0.034 0.042 0.411
H 3.859 -1.150 -1.023 0.131 -0.262 0.138 0.504
H 3.112 -0.491 -2.447 -0.150 -0.174 -0.055 0.555
H 1.835 2.228 -1.152 -0.096 -0.246 0.013 -0.307
H 3.115 3.270 -0.614 -0.012 -0.006 0.264 0.671
H 3.702 2.527 -3.371 0.008 -0.214 -0.148 0.330
H 3.504 4.110 -2.689 0.021 0.182 0.033 0.364
H 2.084 3.232 -3.245 -0.088 0.051 -0.214 0.137
H 1.561 -0.887 -3.241 0.078 -0.160 -0.113 0.783
H -0.068 -1.432 -3.271 -0.239 -0.127 0.099 0.799
H -0.423 1.637 -1.638 -0.049 0.167 0.143 0.438
H -1.062 3.757 -2.658 -0.065 0.224 -0.060 0.427
H -1.749 4.872 -4.727 -0.024 0.283 0.060 0.382
H -1.355 4.245 -6.300 0.181 0.189 -0.253 0.415
H -0.124 5.156 -5.362 0.118 0.107 -0.151 0.278
H 0.099 2.252 -6.493 0.073 -0.176 -0.133 0.446
H 0.739 0.099 -5.468 0.037 -0.169 0.058 0.507
C 1.585 4.299 5.259 -0.034 -0.054 -0.147 -0.377
C 0.345 4.718 6.042 0.058 0.018 0.090 -0.641
C -0.376 3.390 6.217 -0.027 -0.055 -0.061 -0.067
O 0.639 2.379 6.271 0.009 0.017 -0.112 -0.433
C 1.895 2.940 5.874 0.004 0.063 0.153 -0.279
H 2.414 4.999 5.342 0.006 -0.006 0.025 0.377
H 1.335 4.185 4.201 0.008 0.002 0.001 0.104
H 0.635 5.119 7.016 -0.019 0.001 0.000 0.262
H -0.263 5.465 5.535 -0.008 -0.017 -0.024 0.341
H -1.024 3.171 5.362 -0.081 0.132 -0.017 -0.049
H -0.976 3.352 7.126 0.030 -0.093 0.019 0.326
H 2.526 3.040 6.762 0.048 0.008 -0.036 0.342
H 2.388 2.259 5.176 -0.029 -0.045 0.015 0.133
```
Forces are in eV/Å.

Its net charge is +1. For the total energy, the calculation gives -66724.37022 eV. The gap between HOMO and LUMO is 7.61 eV. The calculation puts the max |F| at 1.5 eV Å⁻¹. The calculation puts the HOMO energy at -11.28 eV.